Record 1
Here is one molecule with the formula C3H5NOS in a non-equilibrium geometry from the OMol25 dataset. Energies are from wB97M-V/def2-TZVPD.

Calculated values
E   -645.3383 a.u.
Energy above the lowest of the compared OMol25 structures with the same formula, charge and spin   455.2 kJ/mol
Frontier orbital gap   8.781 eV
Spin multiplicity   1
E_HOMO   -8.553 eV

Last column: Löwdin charge in e.
Cartesian coordinates (Å):
C: -1.50536 1.32624 0.69622  -0.348
C: -0.42983 -0.69513 0.08447  -0.198
C: 0.73566 0.31295 -0.00924  -0.146
N: -0.55768 0.71263 -0.19360  -0.192
O: -3.82747 0.76702 1.61002  -0.526
S: -2.70773 0.31410 0.88803  0.947
H: -1.45977 2.40227 0.65306  0.097
H: -0.65081 -1.51083 -0.48919  0.068
H: -0.61320 -1.10457 1.12253  0.102
H: 1.37461 0.29396 -0.83919  0.079
H: 1.45744 0.58506 0.78533  0.119



Record 2
Here is C44H25F9N4O6PTc as an isolated structure from the OMol25 dataset. Energies are from wB97M-V/def2-TZVPD.

Calculated values
E   -3683.0919 a.u.
Energy above the lowest of the compared OMol25 structures with the same formula, charge and spin   36.1 kJ/mol
Frontier orbital gap (alpha / beta)   4.329 / 4.678 eV
Spin multiplicity   2
Charge   +1
E_HOMO (alpha / beta)   -10.734 / -10.727 eV

Last column: Löwdin charge in e.
Cartesian coordinates (Å):
Tc: 1.04020 0.11800 2.68257  1.722
O: -1.55254 -2.65609 1.56996  0.198
C: -1.01754 -1.78449 2.16640  -0.445
O: -0.07251 -0.95389 1.59324  -0.200
C: -1.19317 -1.49965 3.63811  -0.149
C: -2.10241 -2.03852 4.52751  0.064
C: -1.99180 -1.66088 5.86696  0.013
C: -0.98974 -0.78965 6.28969  0.060
C: -0.11730 -0.29790 5.33335  -0.160
N: -0.26438 -0.65862 4.06910  -0.015
C: 1.06378 0.63709 5.51155  -0.487
O: 1.38689 1.09647 6.55991  0.178
O: 1.70301 0.88059 4.33762  -0.184
H: -2.86191 -2.72834 4.18480  0.141
H: -2.68985 -2.06023 6.59016  0.128
H: -0.88010 -0.49904 7.32533  0.140
O: 5.16284 1.10757 -2.67106  0.008
C: 4.20075 1.83334 -2.39935  -0.691
O: 3.58380 2.70713 -3.02677  -0.002
C: 3.55940 1.52119 -1.01503  -0.039
C: 2.53695 2.33167 -0.53013  0.079
C: 1.88043 1.94524 0.61551  -0.187
N: 2.23334 0.80837 1.24005  -0.024
C: 3.22869 0.01670 0.80263  -0.157
C: 3.93175 0.36369 -0.33024  0.093
C: 3.42243 -1.18992 1.63892  -0.150
C: 4.41339 -2.12202 1.38862  0.039
C: 4.54524 -3.21040 2.23482  0.010
C: 3.69243 -3.34468 3.32293  -0.014
C: 2.72112 -2.38846 3.51922  -0.079
N: 2.57472 -1.34054 2.69716  -0.027
C: 0.72310 2.61923 1.24209  -0.185
C: 0.27467 3.86706 0.84381  0.025
C: -0.82382 4.42235 1.47227  0.002
C: -1.45805 3.72538 2.49580  -0.018
C: -0.95645 2.49904 2.86205  -0.090
N: 0.10814 1.95081 2.25488  -0.027
H: 2.27150 3.19857 -1.12215  0.132
H: 4.73916 -0.22059 -0.75483  0.128
H: 5.06758 -1.99705 0.53765  0.122
H: 5.31449 -3.94762 2.04829  0.132
H: 3.77584 -4.17595 4.00735  0.123
H: 2.03074 -2.44479 4.35087  0.122
H: 0.78605 4.39029 0.04893  0.131
H: -1.18452 5.39687 1.17150  0.130
H: -2.31854 4.13122 3.00708  0.123
H: -1.40099 1.92105 3.66193  0.121
F: -3.74043 2.34937 -7.38449  0.146
C: -3.27560 3.25519 -6.51443  -0.590
F: -4.29862 4.06134 -6.18357  0.144
F: -2.37467 4.01104 -7.16388  0.154
C: -2.66915 2.61148 -5.29515  -0.108
C: -2.46476 3.38428 -4.16269  -0.001
C: -1.87668 2.81255 -3.04565  -0.083
C: -1.49894 1.47249 -3.04934  -0.364
C: -1.70327 0.71253 -4.19843  -0.063
C: -2.28535 1.27822 -5.32009  0.012
P: -0.79822 0.78804 -1.50488  1.122
C: -2.18030 -0.27322 -0.93118  -0.359
C: -2.57934 -1.47408 -1.51434  -0.056
C: -3.63957 -2.19157 -0.98665  0.011
C: -4.31949 -1.70803 0.12435  -0.123
C: -3.96180 -0.49913 0.69524  -0.015
C: -2.88885 0.20537 0.16876  -0.105
C: -5.43941 -2.52870 0.70263  -0.587
F: -5.89250 -2.01536 1.86238  0.129
F: -5.03635 -3.78525 0.96196  0.145
F: -6.48206 -2.61383 -0.13265  0.161
C: 0.47155 -0.37695 -2.11076  -0.365
C: 0.67271 -1.61321 -1.48914  -0.088
C: 1.77752 -2.38330 -1.80346  -0.011
C: 2.68898 -1.93298 -2.75053  -0.117
C: 2.48701 -0.72824 -3.40309  0.016
C: 1.38368 0.05046 -3.07392  -0.066
C: 3.91519 -2.76163 -3.00624  -0.579
F: 4.62259 -2.34644 -4.04941  0.174
F: 4.73669 -2.73108 -1.92001  0.114
F: 3.60828 -4.05718 -3.19771  0.144
H: -2.76179 4.42456 -4.15728  0.128
H: -1.70863 3.41395 -2.15969  0.090
H: -1.39785 -0.32622 -4.22606  0.109
H: -2.44411 0.68652 -6.21083  0.127
H: -2.05174 -1.86298 -2.37598  0.113
H: -3.93318 -3.13443 -1.43004  0.135
H: -4.51312 -0.11481 1.54322  0.120
H: -2.59851 1.15240 0.61341  0.085
H: -0.03852 -1.98350 -0.76138  0.083
H: 1.92357 -3.34513 -1.32676  0.127
H: 3.20325 -0.37201 -4.12979  0.135
H: 1.26495 1.00986 -3.56346  0.120



Record 3
Here is C22H30Br2N5NiPSi as an isolated structure from the OMol25 dataset. Energies are from wB97M-V/def2-TZVPD.

Calculated values
E   -8416.7738 a.u.
Energy above the lowest of the compared OMol25 structures with the same formula, charge and spin   10.8 kJ/mol
Frontier orbital gap (alpha / beta)   7.647 / 7.645 eV
Spin multiplicity   1
Charge   +2
E_HOMO (alpha / beta)   -13.749 / -13.748 eV

Last column: Löwdin charge in e.
Cartesian coordinates (Å):
Ni: 1.62869 -0.25974 -0.76867  -0.165
Br: -2.20838 0.42597 0.08838  0.691
C: -1.99623 -0.47298 -1.59774  -0.919
Br: -0.30645 -0.06962 -2.45294  0.773
H: -2.76643 -0.11966 -2.27066  0.019
H: -2.03194 -1.54318 -1.43150  -0.023
C: -0.00882 3.92223 2.15304  -0.093
N: 0.77485 2.85432 2.93704  -0.061
C: 2.23456 3.32766 3.06048  -0.096
N: 2.78612 3.58400 1.77716  -0.140
C: 1.99460 4.59726 1.07431  -0.133
N: 0.60594 4.16478 0.89813  -0.138
C: 0.47682 3.03972 -0.03074  -0.284
P: 1.38862 1.52428 0.55027  0.972
C: 0.69371 1.51075 2.27865  -0.258
C: 2.99106 2.37038 0.97931  -0.266
H: -0.00223 4.81800 2.77222  0.152
H: -1.02748 3.55550 2.03816  0.149
H: 0.37616 2.78658 3.87567  0.188
H: 2.78477 2.54903 3.58693  0.149
H: 2.21265 4.23586 3.66092  0.151
H: 2.43949 4.79405 0.10148  0.144
H: 2.00991 5.52116 1.65190  0.145
H: 0.87537 3.33507 -1.00191  0.108
H: -0.57763 2.79446 -0.17720  0.054
H: 1.24032 0.79788 2.89308  0.090
H: -0.34966 1.19581 2.24198  0.064
H: 3.50909 2.63203 0.05619  0.106
H: 3.63587 1.67699 1.52283  0.101
N: 4.36044 -2.39816 -2.87401  0.103
C: 5.16456 -2.14498 -1.78466  -0.039
C: 4.39501 -1.45240 -0.91294  -0.113
N: 3.13607 -1.27107 -1.46441  -0.035
C: 3.15579 -1.86248 -2.64980  -0.162
H: 4.63924 -2.89056 -3.70717  0.173
H: 6.18722 -2.47348 -1.72655  0.132
H: 4.64444 -1.09116 0.06920  0.114
H: 2.33492 -1.90775 -3.34676  0.130
C: 4.83877 -4.15328 2.10055  -0.060
C: 4.11189 -4.62093 1.01329  -0.062
C: 2.96178 -3.95782 0.60110  -0.095
C: 2.53051 -2.81371 1.28088  -0.330
C: 3.26781 -2.35934 2.38946  -0.117
C: 4.41881 -3.02792 2.79480  -0.071
Si: 1.07363 -1.84101 0.71077  0.699
C: -0.19267 -2.85976 -0.15592  -0.342
C: -1.42556 -3.10130 0.46190  -0.126
C: -2.38433 -3.88618 -0.17223  -0.064
C: -2.12631 -4.42226 -1.42579  -0.057
C: -0.91026 -4.18710 -2.05201  -0.059
C: 0.05586 -3.41006 -1.42172  -0.135
H: 5.72949 -4.67798 2.42110  0.115
H: 4.43427 -5.51291 0.49102  0.114
H: 2.39869 -4.34364 -0.23965  0.099
H: 2.93333 -1.48915 2.94720  0.087
H: 4.97622 -2.68040 3.65543  0.111
H: 0.46909 -1.14537 1.84679  -0.012
H: -1.64284 -2.68576 1.43884  0.101
H: -3.32975 -4.07983 0.31837  0.118
H: -2.87575 -5.03038 -1.91546  0.118
H: -0.71173 -4.61114 -3.02818  0.115
H: 0.99791 -3.22551 -1.92290  0.072



Record 4
Here is C21H29N2S4Ta as an isolated structure in a non-equilibrium geometry from the OMol25 dataset. Energies are from wB97M-V/def2-TZVPD.

Calculated values
E   -2576.3065 a.u.
Frontier orbital gap (alpha / beta)   5.650 / 5.650 eV
Spin multiplicity   1
Charge   +2
E_HOMO (alpha / beta)   -14.467 / -14.467 eV

Last column: Löwdin charge in e.
Cartesian coordinates (Å):
Ta: -0.67762 1.31915 0.59572  1.443
C: 1.24989 2.63789 -1.03459  -0.108
C: 2.14136 2.39389 0.22286  -0.345
C: 1.52467 2.44018 1.64098  -0.162
C: 2.96711 1.12865 0.07268  -0.161
C: 4.34108 1.30039 0.08432  -0.013
C: 5.17454 0.21166 -0.05229  -0.022
C: 4.62173 -1.02761 -0.28874  -0.016
C: 3.25201 -1.28186 -0.34405  -0.091
C: 2.97927 -2.71769 -0.83055  -0.366
C: 2.07903 -2.84931 -2.07332  -0.039
C: 2.76859 -3.76647 0.28102  -0.041
C: 2.39691 -0.17482 -0.04531  -0.101
N: 0.94671 -0.25899 0.11269  -0.007
C: 0.38689 -1.42140 0.28464  -0.050
C: -1.01207 -1.51129 0.27381  -0.289
C: -1.87884 -2.56681 0.26290  0.089
C: -3.19238 -2.04059 0.09119  0.053
C: -3.10033 -0.68659 -0.00066  -0.177
N: -1.73101 -0.30666 0.15647  -0.138
C: -4.13485 0.36764 -0.25025  -0.544
C: -3.37372 1.64804 -0.46967  -0.126
C: -5.06595 0.50855 0.96450  -0.001
C: -4.95808 0.02489 -1.49939  -0.007
H: 0.60848 3.52553 -0.97036  0.014
H: 0.71700 1.75150 -1.42013  0.067
H: 1.88623 2.87516 -1.88884  0.123
H: 2.84904 3.22659 0.19689  0.144
H: 1.10423 1.47938 1.97651  0.018
H: 0.84757 3.28801 1.83968  0.002
H: 2.31566 2.58582 2.37769  0.134
H: 4.75499 2.29361 0.19431  0.129
H: 6.24747 0.33331 -0.03353  0.127
H: 5.28942 -1.85711 -0.48296  0.130
H: 3.95595 -3.00152 -1.23191  0.121
H: 1.03812 -2.56118 -1.96577  0.059
H: 2.08259 -3.88851 -2.40082  0.092
H: 2.48722 -2.25210 -2.88857  0.092
H: 1.85661 -3.68899 0.87148  0.060
H: 3.59299 -3.71783 0.99185  0.094
H: 2.77430 -4.76098 -0.16211  0.094
H: 0.95898 -2.31696 0.41116  0.101
H: -1.60345 -3.60702 0.31483  0.143
H: -4.09716 -2.61709 0.00483  0.138
H: -2.96485 1.98114 0.50598  -0.043
H: -3.98794 2.49249 -0.78729  0.131
H: -2.60658 1.54359 -1.25867  0.093
H: -4.51224 0.67345 1.88811  0.077
H: -5.66493 -0.39168 1.08530  0.102
H: -5.74376 1.34892 0.81679  0.106
H: -4.32895 -0.07224 -2.38438  0.101
H: -5.69109 0.80926 -1.68292  0.104
H: -5.49799 -0.90935 -1.35914  0.096
S: -1.49565 1.14840 2.88240  0.191
S: -1.35261 3.04200 3.62977  0.104
S: -2.38449 4.08720 2.18666  0.118
S: -1.14011 3.78637 0.58819  0.159